Entry 1:
A 2-piece molecular cluster, C4H10O2 overall, computed with wB97M-V/def2-TZVPD.

Values from the calculation:
E_LUMO in eV: 0.873
Orbital gap in eV: 11.15
Energy relative to the best compared isomer or geometry (same formula, charge and spin) in eV: 1.036
HOMO level in hartree: -0.37766
Molecular weight in g mol⁻¹: 90.122
Largest force on an atom in eV/Å: 0.78

Each line ends with the Löwdin charge.
Positions of all 16 atoms, in Å:
C (-1.38, -1.19, -0.50)  -0.0017
C (-0.18, -0.89, 0.33)  -0.4482
O (-0.25, -0.80, 1.54)  0.0697
C (1.22, -0.75, -0.27)  -0.2221
O (2.01, -0.13, 0.69)  -0.0902
H (-1.19, -2.05, -1.14)  0.0922
H (-2.21, -1.39, 0.18)  0.0926
H (-1.65, -0.34, -1.15)  0.0828
H (1.59, -1.77, -0.48)  0.1330
H (1.22, -0.21, -1.23)  0.1318
H (1.46, -0.27, 1.51)  0.0897
C (-0.14, 1.95, 0.10)  -0.0288
H (-0.61, 1.61, -0.83)  0.0247
H (-0.87, 1.90, 0.91)  0.0437
H (0.22, 2.97, -0.03)  0.0295
H (0.75, 1.36, 0.36)  0.0013


Entry 2:
One molecule with the formula C4H10O2, computed with wB97M-V/def2-TZVPD.

Values from the calculation:
E_LUMO in eV: 1.014
Orbital gap in eV: 11.07
Energy relative to the best compared isomer or geometry (same formula, charge and spin) in eV: 1.058
HOMO level in hartree: -0.36971
Molecular weight in g mol⁻¹: 90.122
Largest force on an atom in eV/Å: 0.39

Each line ends with the Löwdin charge.
Positions of all 16 atoms, in Å:
C (1.86, 0.85, 0.25)  -0.1055
O (0.45, 0.87, 0.38)  -0.1740
C (-0.24, -0.16, -0.31)  -0.4113
C (0.09, -1.56, 0.19)  -0.0408
C (-1.71, 0.19, -0.11)  -0.2331
O (-2.03, 1.44, -0.67)  -0.0505
H (2.18, 0.27, -0.63)  0.0917
H (2.21, 1.87, 0.15)  0.0887
H (2.32, 0.40, 1.14)  0.0896
H (-0.01, -0.08, -1.39)  0.1521
H (1.17, -1.71, 0.24)  0.0727
H (-0.32, -2.31, -0.49)  0.0871
H (-0.32, -1.73, 1.19)  0.0879
H (-2.35, -0.56, -0.60)  0.1298
H (-1.92, 0.16, 0.97)  0.1299
H (-1.38, 2.05, -0.31)  0.0857


Entry 3:
A 2-piece molecular cluster, C4H10O2 overall, computed with wB97M-V/def2-TZVPD.

Values from the calculation:
E_LUMO in eV: 0.698
Orbital gap in eV: 9.17
Energy relative to the best compared isomer or geometry (same formula, charge and spin) in eV: 1.576
HOMO level in hartree: -0.31128
Molecular weight in g mol⁻¹: 90.122
Largest force on an atom in eV/Å: 2.70

Each line ends with the Löwdin charge.
Positions of all 16 atoms, in Å:
C (-1.75, 0.81, 0.34)  -0.1259
C (-0.59, 0.01, 0.81)  -0.1432
C (0.63, 0.32, 0.28)  -0.3914
C (1.91, 0.08, 1.03)  -0.0330
O (0.59, 1.11, -0.85)  0.0245
H (-2.12, 1.61, 1.00)  0.0827
H (-2.68, 0.28, 0.13)  0.0672
H (-1.65, 1.40, -0.59)  0.0799
H (-0.79, -0.75, 1.55)  0.1118
H (2.63, -0.48, 0.44)  0.0783
H (1.69, -0.49, 1.92)  0.0822
H (2.42, 1.00, 1.30)  0.0876
H (1.51, 1.19, -1.15)  0.1088
O (-0.63, -1.98, -1.41)  -0.0608
H (-0.07, -2.21, -0.67)  0.0228
H (-1.11, -1.21, -1.07)  0.0088


Entry 4:
A 2-piece molecular cluster, C4H10O2 overall, computed with wB97M-V/def2-TZVPD.

Values from the calculation:
E_LUMO in eV: 0.675
Orbital gap in eV: 9.32
Energy relative to the best compared isomer or geometry (same formula, charge and spin) in eV: 1.133
HOMO level in hartree: -0.31785
Molecular weight in g mol⁻¹: 90.122
Largest force on an atom in eV/Å: 1.34

Each line ends with the Löwdin charge.
Positions of all 16 atoms, in Å:
C (0.66, -1.00, 1.59)  -0.0989
C (-0.50, -0.18, 1.13)  -0.1135
C (-0.83, -0.16, -0.17)  -0.4064
C (-1.86, 0.78, -0.73)  -0.0397
O (-0.13, -0.91, -1.08)  0.0182
H (0.80, -1.87, 0.96)  0.0685
H (0.67, -1.28, 2.65)  0.0696
H (1.58, -0.40, 1.58)  0.0703
H (-1.06, 0.50, 1.75)  0.1059
H (-1.47, 1.80, -0.68)  0.0864
H (-2.76, 0.77, -0.12)  0.0812
H (-2.17, 0.64, -1.76)  0.0763
H (-0.75, -1.16, -1.78)  0.1023
O (2.70, 1.05, -1.42)  -0.0354
H (3.11, 1.04, -0.57)  0.0130
H (2.03, 0.37, -1.37)  0.0023


Entry 5:
One molecule with the formula C4H10O2, computed with wB97M-V/def2-TZVPD.

Values from the calculation:
E_LUMO in eV: 0.800
Orbital gap in eV: 10.69
Energy relative to the best compared isomer or geometry (same formula, charge and spin) in eV: 0.640
HOMO level in hartree: -0.36329
Molecular weight in g mol⁻¹: 90.122
Largest force on an atom in eV/Å: 0.39

Each line ends with the Löwdin charge.
Positions of all 16 atoms, in Å:
C (-2.08, 0.37, 0.26)  -0.0590
C (-0.59, 0.13, 0.46)  -0.4631
O (-0.45, -1.20, 0.94)  -0.0436
C (0.18, 0.37, -0.84)  -0.1510
C (1.68, 0.12, -0.74)  -0.2379
O (1.93, -1.26, -0.42)  -0.0793
H (-2.62, 0.10, 1.18)  0.0805
H (-2.30, 1.41, 0.01)  0.0794
H (-2.45, -0.28, -0.54)  0.0841
H (-0.21, 0.84, 1.22)  0.1406
H (0.33, -1.58, 0.50)  0.0571
H (0.03, 1.41, -1.16)  0.1251
H (-0.23, -0.28, -1.63)  0.1284
H (2.13, 0.77, 0.02)  0.1241
H (2.16, 0.34, -1.70)  0.1151
H (2.55, -1.30, 0.31)  0.0995


Entry 6:
C4H10O2 as an isolated structure, computed with wB97M-V/def2-TZVPD.

Values from the calculation:
E_LUMO (spin up / spin down) in eV: 0.559 / 0.558
Orbital gap (spin up / spin down) in eV: 8.36 / 8.36
Energy relative to the best compared isomer or geometry (same formula, charge and spin) in eV: 5.967
HOMO level (spin up / spin down) in hartree: -0.28662 / -0.28662
Molecular weight in g mol⁻¹: 90.122
Largest force on an atom in eV/Å: 0.35

Each line ends with the Löwdin charge.
Positions of all 16 atoms, in Å:
C (-2.36, 0.43, -0.09)  -0.1068
O (-2.09, -0.60, -0.96)  -0.1560
C (-0.89, -0.62, -1.45)  -0.0241
C (0.19, -0.21, 0.67)  -0.1800
O (1.26, 0.30, -0.11)  -0.2740
C (2.50, 0.26, 0.55)  -0.1331
H (-3.34, 0.29, 0.38)  0.0812
H (-1.11, 0.24, 0.52)  0.0644
H (-2.21, 1.43, -0.51)  0.0907
H (-0.61, -1.56, -1.93)  0.1064
H (-0.39, 0.30, -1.74)  0.0973
H (0.24, 0.25, 1.68)  0.0887
H (0.26, -1.30, 0.82)  0.0861
H (2.49, 0.84, 1.50)  0.0855
H (2.82, -0.77, 0.79)  0.0875
H (3.25, 0.71, -0.12)  0.0861


Entry 7:
One molecule with the formula C4H10O2, computed with wB97M-V/def2-TZVPD.

Values from the calculation:
E_LUMO in eV: 0.807
Orbital gap in eV: 10.91
Energy relative to the best compared isomer or geometry (same formula, charge and spin) in eV: 0.679
HOMO level in hartree: -0.37142
Molecular weight in g mol⁻¹: 90.122
Largest force on an atom in eV/Å: 0.30

Each line ends with the Löwdin charge.
Positions of all 16 atoms, in Å:
C (1.03, -0.44, -1.92)  -0.1044
C (0.53, -0.86, -0.54)  -0.2118
C (0.17, 0.34, 0.34)  -0.4064
O (-0.52, 1.29, -0.44)  -0.0361
C (-0.72, -0.05, 1.52)  -0.2083
O (-1.24, 1.13, 2.12)  -0.0666
H (1.28, -1.32, -2.52)  0.0709
H (0.26, 0.13, -2.44)  0.0708
H (1.92, 0.19, -1.85)  0.0778
H (-0.36, -1.49, -0.65)  0.1124
H (1.28, -1.46, -0.01)  0.1165
H (1.10, 0.79, 0.74)  0.1514
H (-0.84, 1.95, 0.20)  0.0882
H (-0.16, -0.62, 2.27)  0.1263
H (-1.54, -0.68, 1.14)  0.1266
H (-2.20, 1.12, 2.04)  0.0928


Entry 8:
One molecule with the formula C4H10O2, computed with wB97M-V/def2-TZVPD.

Values from the calculation:
E_LUMO in eV: 0.880
Orbital gap in eV: 11.15
Energy relative to the best compared isomer or geometry (same formula, charge and spin) in eV: 1.107
HOMO level in hartree: -0.37755
Molecular weight in g mol⁻¹: 90.122
Largest force on an atom in eV/Å: 1.18

Each line ends with the Löwdin charge.
Positions of all 16 atoms, in Å:
O (-0.38, -1.81, 2.26)  -0.0783
C (0.22, -1.15, 1.14)  -0.2646
C (-0.79, -0.76, 0.06)  -0.1821
C (-0.62, 0.70, -0.42)  -0.1840
C (0.74, 0.91, -1.07)  -0.2880
O (0.63, 1.98, -1.98)  -0.0666
H (-1.17, -1.31, 2.51)  0.0817
H (0.97, -1.84, 0.78)  0.1132
H (0.77, -0.29, 1.51)  0.1071
H (-1.76, -0.90, 0.51)  0.1003
H (-0.78, -1.42, -0.81)  0.1132
H (-1.42, 0.92, -1.10)  0.1129
H (-0.69, 1.33, 0.46)  0.1145
H (1.51, 1.12, -0.33)  0.1152
H (1.04, -0.01, -1.59)  0.1197
H (1.48, 2.19, -2.39)  0.0857


> What is the formula in the fourth record?

C4H10O2